# C44H28MnN4S

A structure of composition C44H28MnN4S (ωB97M-V with the def2-TZVPD basis set, OMol25).

```
! RIJCOSX wB97M-V def2-TZVPD def2/J DEFGRID3
* xyz -1 5
Mn -0.040 -0.077 0.157
S -0.466 -0.826 2.063
N -0.012 1.886 0.588
N 1.933 -0.108 0.293
N 0.058 -1.822 -0.842
N -1.914 0.175 -0.525
C 4.464 -5.216 1.343
C -5.101 -4.325 -3.862
C 1.095 -2.719 -0.801
C -2.450 2.285 0.593
C 5.132 -5.701 0.227
C 2.414 2.213 0.918
C 3.467 3.186 1.327
C -5.283 4.796 0.519
C 5.323 4.631 0.768
C -2.682 -0.757 -1.187
C -3.637 -3.992 -1.981
C -2.240 -1.922 -1.757
C 4.084 0.380 0.992
C 4.333 3.735 0.386
C 4.882 -5.143 -1.019
C -3.517 3.225 1.035
C 2.764 0.910 0.711
C -4.149 0.755 -0.397
C -4.293 3.915 0.105
C -4.568 -4.766 -2.657
C -3.221 -2.764 -2.495
C -3.761 -2.334 -3.705
C 5.455 4.994 2.100
C 4.032 -0.947 0.795
C -0.711 3.971 1.209
C -4.694 -3.106 -4.384
C 1.077 2.673 0.869
C -4.078 -0.372 -1.122
C 3.291 -3.615 -0.034
C -0.925 -2.418 -1.599
C 4.593 4.455 3.047
C 2.697 -1.262 0.328
C -3.744 3.449 2.390
C 0.668 3.973 1.229
C 3.606 3.560 2.662
C -2.794 1.127 -0.045
C 3.547 -4.182 1.212
C -0.479 -3.670 -2.073
C -1.110 2.680 0.814
C -4.732 4.330 2.806
C -5.506 5.005 1.872
C 0.776 -3.873 -1.544
C 2.327 -2.486 -0.147
C 3.969 -4.106 -1.148
H -4.110 3.755 -0.951
H 4.691 4.732 4.090
H -5.829 -4.929 -4.390
H -5.032 1.307 -0.117
H 4.825 -1.668 0.912
H -3.138 2.920 3.115
H -1.377 4.791 1.424
H 4.223 3.447 -0.653
H -6.277 5.693 2.198
H 4.656 -5.645 2.319
H -5.101 -2.753 -5.324
H -4.884 -5.713 -2.238
H 5.404 -5.512 -1.894
H 3.015 -3.793 2.072
H -3.440 -1.381 -4.108
H 1.328 4.786 1.481
H 1.410 -4.736 -1.664
H 3.778 -3.655 -2.114
H -5.875 5.323 -0.220
H 4.921 0.978 1.313
H 2.930 3.136 3.395
H -4.901 4.487 3.865
H -1.042 -4.335 -2.706
H 5.989 5.046 0.022
H 5.845 -6.510 0.328
H -3.225 -4.330 -1.038
H 6.226 5.692 2.401
H -4.892 -0.935 -1.550
*
```

Values from the calculation:
Expectation value of S² = 6.2620
Orbital gap (alpha / beta) = 4.679 / 5.733 eV
DFT total energy = -3461.84898 Ha
LUMO (alpha / beta) = 2.232 / 1.648 eV
Maximum force = 0.00485 Eh/bohr